Record 1
DFT (wB97M-V/def2-TZVPD) results for a structure of composition C3H4N2O2 at a distorted geometry.

The geometry in XYZ format:
```
11
Properties=species:S:1:pos:R:3:forces:R:3
N -0.228 -0.546 1.029 -2.005 -0.252 -0.793
N -0.096 0.814 1.528 1.175 -1.541 -0.345
C -0.622 -0.458 -0.789 1.232 -1.378 3.228
C 0.814 0.753 0.459 0.329 4.092 -2.174
C 0.101 0.588 -0.971 1.056 0.757 0.947
O -1.189 -1.531 -1.253 -0.364 -0.248 -0.427
O 1.981 1.128 0.446 -0.487 -1.379 0.425
H -0.539 -2.097 -1.705 -0.200 0.236 0.082
H 0.293 -1.209 1.600 -0.229 0.073 -0.326
H -0.918 1.408 1.492 -0.278 -0.472 -0.463
H 0.404 1.150 -1.835 -0.229 0.111 -0.153
```
Forces are in eV/Å.

Summary:
HOMO level, eV: -9.02
DFT total energy, Eh: -376.51420
Charge: 0
Kohn-Sham gap, eV: 9.1


Record 2
DFT (wB97M-V/def2-TZVPD) results for an isolated molecule of C17H19NO5 at a distorted geometry.

The geometry in XYZ format:
```
42
Properties=species:S:1:pos:R:3:forces:R:3
C 6.229 0.435 0.245 0.217 -0.023 0.105
O 4.930 0.489 -0.289 -0.402 -0.091 -0.081
C 4.026 -0.445 0.115 -0.076 0.128 -0.112
C 4.273 -1.455 1.030 0.161 0.197 -0.093
C 3.274 -2.355 1.374 -0.160 -0.099 0.019
C 2.025 -2.254 0.802 0.080 -0.116 0.116
C 1.762 -1.248 -0.119 -0.007 0.178 -0.183
C 2.745 -0.341 -0.469 0.172 0.078 -0.013
O 2.598 0.677 -1.371 0.265 -0.138 0.192
C 1.310 0.965 -1.864 -0.348 -0.047 -0.102
C 0.382 1.456 -0.796 0.524 0.558 0.237
C 0.527 2.454 0.124 -0.019 -0.460 -0.506
C -0.664 2.471 0.879 -0.551 -0.614 -0.167
C -1.455 1.467 0.381 0.447 0.956 0.542
C -2.838 1.153 0.790 -0.186 -0.155 -0.001
O -3.530 2.034 1.279 0.166 0.210 0.053
N -3.305 -0.109 0.634 -0.145 -0.125 0.008
C -2.609 -1.271 0.137 0.117 -0.317 -0.381
C -3.274 -1.723 -1.169 0.337 -0.020 0.178
O -4.641 -1.996 -0.966 -0.070 -0.152 -0.040
C -5.324 -0.866 -0.467 -0.076 0.165 0.308
C -4.712 -0.380 0.851 -0.368 0.098 -0.221
O -0.813 0.849 -0.643 -0.107 -0.199 -0.246
H 6.770 1.260 -0.217 0.005 -0.071 0.060
H 6.729 -0.507 -0.001 -0.030 0.032 0.022
H 6.225 0.571 1.332 -0.003 -0.022 -0.045
H 5.244 -1.550 1.488 0.111 0.041 0.007
H 3.485 -3.133 2.092 0.017 -0.067 0.062
H 1.244 -2.952 1.063 -0.066 -0.062 0.026
H 0.781 -1.192 -0.562 -0.077 0.067 -0.061
H 0.864 0.097 -2.368 0.043 0.111 0.021
H 1.479 1.752 -2.607 -0.074 -0.196 0.094
H 1.379 3.091 0.239 0.230 0.110 -0.020
H -0.920 3.126 1.685 -0.146 0.120 0.159
H -1.555 -1.064 -0.020 -0.093 -0.078 0.054
H -2.709 -2.073 0.880 0.049 0.042 -0.073
H -2.829 -2.651 -1.533 0.041 0.078 -0.003
H -3.153 -0.935 -1.929 0.022 -0.061 0.048
H -6.359 -1.176 -0.323 0.029 0.090 -0.004
H -5.287 -0.050 -1.206 -0.024 -0.046 0.064
H -5.190 0.540 1.189 0.011 -0.152 -0.002
H -4.817 -1.155 1.617 -0.017 0.051 -0.021
```
Forces are in eV/Å.

Summary:
HOMO level, eV: -8.29
DFT total energy, Eh: -1090.10974
Charge: 0
Kohn-Sham gap, eV: 9.0


Record 3
DFT (wB97M-V/def2-TZVPD) results for a cluster of 7 separate species, C28H62F6N7O14S6 in total at a distorted geometry.

The geometry in XYZ format:
```
123
Properties=species:S:1:pos:R:3:forces:R:3
C 0.364 -2.762 -0.030 1.187 2.013 -2.324
C 0.203 -1.490 -1.009 -2.718 1.562 1.399
O -0.659 -0.590 -0.912 3.388 -3.282 -0.545
N 1.310 -1.333 -2.067 -0.791 -1.081 1.205
H 1.061 -0.710 -2.822 -1.018 0.784 -0.492
H 2.009 -0.874 -1.501 1.017 0.334 0.145
C 1.953 -2.567 -2.738 -1.082 1.030 1.065
H 0.300 -3.603 -0.720 -0.406 -0.473 0.446
H -0.198 -2.783 0.904 -0.472 0.192 -0.668
H 1.420 -2.723 0.236 0.218 -0.134 0.168
H 2.501 -2.992 -1.897 0.133 -0.781 -0.786
H 2.568 -2.170 -3.545 0.129 -0.216 0.244
H 1.094 -3.104 -3.140 0.536 -0.497 0.115
C -3.995 -0.086 -2.909 -0.151 -0.128 -1.450
C -4.708 -1.079 -1.997 2.363 0.621 2.406
C -3.759 -1.272 -0.782 1.646 -1.540 1.006
C -4.247 -2.072 0.460 -0.319 1.669 -0.995
C -5.371 -1.157 0.976 1.085 -1.084 -0.360
C -6.498 -0.925 -0.087 -0.248 0.729 1.430
N -5.965 -0.550 -1.455 -5.116 1.449 -7.129
O -6.796 -0.001 -2.494 4.883 -3.193 7.704
C -7.265 0.298 0.471 -0.777 1.031 0.116
C -7.218 -2.313 -0.092 -0.705 -0.707 0.302
C -4.897 -2.456 -2.602 -1.291 -1.643 -1.377
H -3.524 0.795 -2.473 -0.580 -0.016 0.461
H -4.628 0.178 -3.756 0.022 0.222 0.097
H -3.146 -0.588 -3.375 -0.078 -0.269 0.142
H -3.252 -0.385 -0.403 -0.651 0.597 -0.267
H -2.872 -1.818 -1.102 -0.178 -0.056 -0.844
H -3.453 -2.062 1.207 0.111 -0.109 -0.089
H -4.475 -3.113 0.233 -0.316 0.162 0.082
H -4.850 -0.245 1.264 -0.427 0.268 -0.070
H -5.770 -1.617 1.880 -0.721 0.353 -0.126
H -7.641 0.154 1.484 0.153 -0.727 -0.017
H -8.104 0.778 -0.033 -0.169 -0.920 -0.737
H -6.630 1.175 0.596 0.728 -0.286 -0.173
H -7.835 -2.328 0.807 -0.638 0.662 -0.239
H -6.627 -3.180 0.201 1.031 0.411 -0.538
H -7.792 -2.691 -0.938 -0.137 0.860 -0.168
H -4.828 -3.342 -1.972 0.453 0.510 0.722
H -4.200 -2.627 -3.423 0.245 0.407 0.136
H -5.869 -2.655 -3.052 -0.240 0.703 -0.227
C 3.180 4.184 -4.408 -0.570 -1.689 -1.820
C 3.610 3.725 -3.050 1.245 2.185 1.007
C 2.788 4.409 -1.965 0.028 -1.360 0.919
N 3.202 3.882 -0.501 0.438 -0.469 -0.019
C 4.788 3.750 -0.369 -1.995 0.799 0.745
C 2.526 2.510 -0.242 -0.221 0.680 0.613
C 2.272 2.437 1.265 0.493 -2.096 0.296
C 2.226 3.803 1.837 -0.433 1.662 -0.821
C 2.550 4.759 0.615 -0.157 -0.624 0.272
H 2.940 5.206 -4.700 0.141 0.265 1.008
H 2.333 3.570 -4.716 -0.167 0.137 -0.268
H 4.005 3.895 -5.059 -0.133 0.011 -0.328
H 4.602 4.172 -2.983 0.346 -0.096 0.486
H 3.819 2.659 -2.956 -0.781 -0.111 -0.069
H 1.724 4.197 -2.068 -0.051 -0.389 0.220
H 2.832 5.494 -2.059 0.666 0.019 0.514
H 5.026 3.490 0.662 -0.323 0.130 0.134
H 5.072 4.785 -0.561 0.680 -0.404 -0.272
H 5.215 2.940 -0.961 -0.364 0.363 -0.482
H 3.092 1.642 -0.578 0.229 0.473 -0.412
H 1.546 2.560 -0.718 0.223 -0.062 -0.377
H 2.979 1.824 1.825 0.663 0.168 -0.508
H 1.390 1.821 1.438 -0.506 0.384 -0.237
H 2.909 3.945 2.675 0.229 0.073 -0.275
H 1.231 4.006 2.233 -0.057 0.406 -0.148
H 3.090 5.633 0.979 0.767 -0.269 -0.617
H 1.673 5.179 0.123 -0.270 -0.336 0.215
C 1.231 4.735 6.269 -0.281 -1.530 -0.760
C 1.297 3.262 5.720 -2.085 -1.087 -0.272
C -0.118 2.380 5.939 2.176 0.549 0.665
N -0.064 0.863 5.631 -0.147 -0.122 0.220
C 0.774 0.108 6.642 0.909 0.720 -0.361
C 0.353 0.460 4.210 0.448 1.952 0.444
C -0.341 -0.848 3.955 1.570 -0.799 -1.237
C -1.316 -1.113 5.022 -1.946 0.587 1.521
C -1.465 0.303 5.670 -0.034 -1.697 0.276
H 0.483 5.206 5.631 0.236 0.512 0.097
H 2.231 5.137 6.103 -0.253 0.348 0.073
H 0.917 4.883 7.302 0.227 -0.383 0.012
H 2.201 2.693 5.940 -0.211 -0.025 0.849
H 1.380 3.337 4.636 -0.135 0.212 -0.174
H -0.948 2.856 5.417 0.209 -0.322 -0.538
H -0.434 2.397 6.982 0.305 0.100 0.156
H 0.967 -0.904 6.288 -0.277 0.119 0.083
H 0.377 0.116 7.658 -0.443 0.056 -0.304
H 1.733 0.626 6.677 0.012 -0.102 -0.005
H 1.427 0.332 4.076 0.091 0.258 0.594
H 0.120 1.369 3.656 -0.525 -0.398 -0.584
H 0.509 -1.525 4.045 -0.470 -0.728 -0.755
H -0.834 -0.888 2.984 0.501 -0.047 -0.128
H -1.117 -1.893 5.756 0.889 0.292 0.121
H -2.255 -1.522 4.650 -0.262 0.645 -0.259
H -1.758 0.167 6.711 -0.339 0.715 -0.127
H -2.106 0.931 5.051 -0.024 0.103 0.367
N 0.327 -0.025 -4.254 -1.015 -4.724 -3.333
S -0.173 1.368 -4.341 0.318 9.463 2.511
O -1.364 1.636 -3.562 -0.136 -0.029 -1.650
O 0.265 2.218 -5.463 -1.800 -2.178 1.566
F 0.855 1.831 -3.223 1.676 0.967 1.226
S -0.641 -0.599 -5.476 -0.179 -5.583 -3.485
O -0.050 -0.778 -6.783 -0.191 1.546 1.915
O -2.049 -0.291 -5.417 1.185 0.699 0.463
F -0.626 -2.118 -4.994 0.084 0.057 0.860
N 2.133 -7.225 -5.030 1.156 3.604 2.235
S 1.945 -8.576 -4.329 -0.504 -7.812 -1.831
O 0.587 -8.875 -3.993 0.189 0.487 1.458
O 3.076 -9.122 -3.573 -2.060 1.336 -0.904
F 1.928 -9.505 -5.713 1.026 0.961 0.645
S 2.300 -6.348 -3.638 0.948 2.351 2.095
O 3.559 -6.324 -2.905 -1.181 -0.430 -1.656
O 1.144 -6.357 -2.750 0.597 0.126 -1.283
F 2.291 -4.860 -4.249 -0.282 -0.379 -0.646
N 3.708 -0.880 -0.768 -3.772 0.385 5.802
S 4.172 -0.909 0.888 -3.510 -0.860 4.830
O 4.901 0.168 1.569 -0.575 -1.852 -2.484
O 4.085 -2.215 1.496 2.097 0.452 -1.514
F 2.676 -0.547 1.334 -1.537 1.489 -0.213
S 5.067 -0.730 -1.263 10.536 1.356 -9.602
O 5.869 -1.953 -1.260 -1.157 2.164 1.173
O 5.765 0.584 -1.203 -1.741 -2.454 1.253
F 4.674 -0.629 -2.869 -0.532 -0.345 1.049
```
Forces are in eV/Å.

Summary:
HOMO level, eV: -9.38
DFT total energy, Eh: -5528.20593
Charge: +1
Kohn-Sham gap, eV: 2.1


Record 4
DFT (wB97M-V/def2-TZVPD) results for an isolated molecule of C4H2OS2 at a distorted geometry.

The geometry in XYZ format:
```
9
Properties=species:S:1:pos:R:3:forces:R:3
O -2.929 0.650 -0.435 2.215 -0.725 -0.605
C -1.731 0.724 -0.637 0.451 0.424 1.246
S -1.008 2.202 -1.328 -1.206 0.559 -0.613
C -0.580 -0.155 -0.183 -0.365 -0.590 0.523
C 0.402 -0.708 0.294 -2.151 0.320 -0.103
C 1.422 -1.441 0.962 1.923 1.496 -1.988
S 2.978 -1.181 0.513 -0.721 -0.245 0.402
H 0.222 2.069 -0.883 0.596 -0.425 0.172
H 1.224 -2.160 1.698 -0.742 -0.813 0.965
```
Forces are in eV/Å.

Summary:
HOMO level, eV: -9.57
DFT total energy, Eh: -1025.12275
Charge: 0
Kohn-Sham gap, eV: 7.6


Record 5
DFT (wB97M-V/def2-TZVPD) results for a structure of composition C11H12O at a distorted geometry.

The geometry in XYZ format:
```
24
Properties=species:S:1:pos:R:3:forces:R:3
C 0.760 0.064 -3.682 0.432 1.287 -0.263
C 0.040 0.502 -2.279 0.072 -0.914 -1.121
C -1.136 -0.470 -1.714 -1.402 1.402 -1.853
C -1.136 -0.172 -0.226 -2.136 -3.740 0.073
C -1.913 -0.801 0.817 -3.833 0.034 -1.977
C -1.335 -0.844 2.013 3.266 0.262 2.786
C 0.025 -0.273 2.309 -0.277 0.199 -2.481
C 0.718 -0.772 3.462 2.094 -1.092 6.519
C 0.639 0.580 1.355 0.807 -0.133 2.720
C -0.002 0.364 0.166 2.782 3.556 -1.128
C 0.847 0.855 -0.924 -0.129 -1.523 -2.153
H 0.251 0.469 -4.691 0.745 -1.174 2.598
H 1.773 0.495 -3.722 -0.392 0.759 0.238
H 1.137 -0.966 -3.791 -1.273 -0.169 0.239
H -0.551 1.392 -2.590 0.763 -0.171 0.527
H -1.162 -1.664 -2.075 0.116 3.515 1.093
H -2.027 0.199 -2.088 0.803 -2.417 0.123
H -3.107 -1.205 0.752 3.745 1.007 -0.302
H -1.722 -1.406 2.871 -0.249 0.272 -0.467
H 0.385 0.196 4.436 1.508 -3.220 -2.479
H 2.177 -1.040 3.517 -4.754 1.361 -0.555
H 0.296 -1.872 3.895 0.996 3.283 -1.216
H 1.738 1.346 1.260 -3.659 -3.049 0.845
O 1.971 1.232 -0.695 -0.025 0.665 -1.765
```
Forces are in eV/Å.

Summary:
HOMO level, eV: -8.46
DFT total energy, Eh: -501.33448
Charge: 0
Kohn-Sham gap, eV: 8.9